Molecular formula: C21H62BClO24P6
Method: DFT, wB97M-V/def2-TZVPD

```
115
Properties=species:S:1:pos:R:3:forces:R:3
B 5.7874 0.7873 3.5050 -0.172 -0.065 -0.469
C 4.5675 0.9460 2.5211 0.438 -0.269 0.143
C 3.2493 0.5625 3.2472 0.447 0.963 -0.286
C 2.1844 1.6541 3.0629 -0.067 -0.399 -0.296
Cl 2.7015 -1.0525 2.6577 -0.122 0.053 0.101
H 6.0605 1.6958 4.2131 0.003 -0.161 0.213
H 6.4185 -0.2265 3.4864 0.036 0.036 0.232
H 4.5306 1.9843 2.1915 -0.256 0.025 -0.013
H 4.6668 0.3113 1.6424 -0.019 0.057 -0.084
H 3.4159 0.4398 4.3158 -0.051 -0.287 0.017
H 2.4064 2.3314 2.2409 0.090 -0.136 -0.134
H 1.2374 1.1758 2.8204 -0.240 0.226 0.374
H 2.1321 2.2641 3.9625 -0.263 -0.075 0.074
C -3.0109 4.2454 -0.0177 -0.107 -0.151 -0.202
O -1.6147 4.5564 0.0792 -1.498 -2.296 1.624
P -0.4600 3.3872 -0.1375 4.761 4.596 -3.746
O 0.6716 4.2303 0.3229 -0.020 -0.287 0.732
O -0.6681 3.3847 -1.7503 -0.099 -0.736 0.023
C -0.4344 4.6120 -2.4554 -0.317 0.165 -0.014
O 0.3568 1.9636 -0.2096 -2.724 -1.250 1.584
C -0.2871 0.7028 0.0492 0.007 -0.124 0.003
H -3.5697 5.1778 -0.0044 0.137 0.082 0.043
H -3.2187 3.7193 -0.9530 -0.038 -0.017 0.022
H -3.3187 3.6238 0.8218 -0.150 0.027 -0.035
H 0.1636 5.3062 -1.8672 0.029 -0.041 0.022
H -1.3851 5.0807 -2.7158 0.001 0.012 0.020
H 0.1002 4.3607 -3.3686 0.014 -0.045 0.021
H -1.1131 0.5176 -0.6403 0.018 0.048 -0.027
H -0.6584 0.6764 1.0747 -0.016 -0.112 -0.011
H 0.4623 -0.0754 -0.0690 0.074 0.070 -0.011
C 5.3877 8.4233 -1.0571 0.042 -0.094 0.211
O 4.0370 7.9749 -1.2498 0.803 1.386 -1.318
P 3.6558 7.1044 -2.5351 -1.494 -3.583 0.984
O 2.2013 7.0265 -2.6358 -0.089 0.500 -0.165
O 4.3563 5.7227 -2.0924 -0.049 0.050 -0.306
C 3.6985 4.9183 -1.1016 0.015 -0.021 0.288
O 4.3137 7.1431 -3.9835 0.786 1.901 0.530
C 5.5556 7.8338 -4.2062 0.051 -0.128 -0.109
H 5.4407 8.8666 -0.0671 -0.070 -0.014 0.019
H 6.0836 7.5833 -1.1091 -0.027 -0.010 -0.002
H 5.6581 9.1757 -1.7981 -0.013 0.005 0.106
H 2.6508 5.1897 -0.9867 -0.004 -0.010 -0.025
H 4.2028 5.0298 -0.1405 0.005 0.038 -0.015
H 3.7666 3.8796 -1.4171 0.009 0.015 -0.052
H 6.3500 7.4123 -3.5876 -0.017 -0.016 -0.042
H 5.4512 8.8997 -3.9996 -0.010 -0.025 -0.066
H 5.8143 7.7033 -5.2525 -0.061 -0.048 -0.019
C -8.2909 0.3985 -0.0299 -0.085 0.056 -0.178
O -6.9707 0.9716 0.0238 -0.651 -2.051 1.671
P -5.6686 0.0682 -0.2916 2.762 2.565 -3.671
O -4.5415 0.9106 0.1221 -0.022 0.015 0.531
O -5.9313 0.0358 -1.8966 0.309 -0.236 -0.120
C -5.7326 1.2466 -2.6291 -0.329 0.097 -0.051
O -5.0821 -1.4289 -0.3065 -1.998 -0.538 1.768
C -5.8521 -2.6201 -0.0454 -0.128 -0.013 -0.062
H -8.9988 1.2148 0.0782 0.054 0.045 0.019
H -8.4584 -0.0953 -0.9892 0.040 0.006 -0.005
H -8.4403 -0.3105 0.7839 -0.014 0.025 0.022
H -5.1225 1.9537 -2.0683 0.032 -0.044 0.022
H -6.6951 1.7044 -2.8642 0.005 0.017 0.022
H -5.2287 0.9902 -3.5593 0.020 -0.013 0.012
H -6.6644 -2.7292 -0.7658 0.045 0.018 -0.048
H -6.2562 -2.6024 0.9668 0.032 -0.022 0.012
H -5.1807 -3.4678 -0.1424 0.061 0.047 -0.043
C -1.3004 -5.1301 -3.6353 0.072 -0.136 -0.186
O -2.5572 -5.7189 -3.2440 0.941 2.945 0.577
P -3.9801 -5.0116 -3.6360 -3.841 -5.530 -1.478
O -4.8596 -5.8554 -2.7887 0.341 0.271 0.470
O -3.9099 -5.4508 -5.1929 -0.059 0.528 -0.090
C -3.9073 -6.8473 -5.5043 0.357 -0.103 -0.059
O -5.0533 -3.8335 -3.9625 2.458 2.119 0.862
C -4.7030 -2.4530 -4.1974 -0.023 0.033 -0.102
H -0.5212 -5.8448 -3.3868 -0.051 -0.043 0.038
H -1.2802 -4.9398 -4.7104 -0.032 -0.003 0.004
H -1.1181 -4.2042 -3.0911 0.028 -0.021 0.028
H -4.2777 -7.4391 -4.6683 -0.028 0.049 0.027
H -2.8989 -7.1730 -5.7630 0.002 -0.008 0.027
H -4.5571 -6.9863 -6.3650 -0.016 0.044 0.005
H -4.0557 -2.3489 -5.0699 -0.018 -0.060 -0.011
H -4.2245 -2.0202 -3.3184 -0.054 0.042 0.001
H -5.6341 -1.9252 -4.3807 -0.027 -0.033 0.021
C -7.0316 -7.9098 -1.9724 -0.112 0.041 0.019
O -7.1051 -9.3392 -2.1956 1.572 1.025 -0.273
P -6.2980 -10.3058 -1.2281 -2.187 -2.460 1.875
O -6.2801 -11.6555 -1.7855 0.296 0.085 -0.399
O -7.2482 -10.1768 0.0813 0.278 -0.130 0.010
C -8.4745 -10.9051 0.0920 -0.182 0.136 -0.017
O -4.9482 -9.9828 -0.4621 0.243 1.529 -1.308
C -4.4551 -8.6271 -0.3950 0.164 -0.009 0.127
H -7.7425 -7.4348 -2.6413 -0.026 -0.110 -0.070
H -7.3015 -7.6735 -0.9405 -0.051 -0.058 -0.013
H -6.0335 -7.5383 -2.1881 -0.232 0.089 -0.089
H -8.4662 -11.7074 -0.6450 0.055 -0.005 0.010
H -9.3094 -10.2317 -0.1130 0.015 -0.001 -0.023
H -8.5989 -11.3300 1.0863 0.016 0.002 0.003
H -5.1806 -7.9759 0.0940 0.048 -0.037 0.012
H -4.2296 -8.2428 -1.3901 0.036 0.011 0.075
H -3.5419 -8.6469 0.1921 -0.005 -0.105 0.027
C 11.7173 3.5719 5.5264 0.036 0.194 -0.013
O 10.3663 3.4197 5.0597 1.108 -1.941 0.556
P 9.2238 2.9027 6.0602 -3.052 3.382 0.549
O 8.0301 2.5865 5.2825 0.366 -0.504 -0.224
O 9.0971 4.2956 6.8930 -0.244 -0.247 0.095
C 8.4169 5.3883 6.2763 0.171 0.161 -0.066
O 9.2875 2.0188 7.3821 1.989 -0.931 -0.923
C 10.5514 1.6566 7.9702 -0.030 0.030 0.131
H 12.2783 4.0579 4.7337 -0.055 -0.003 -0.047
H 11.7473 4.1981 6.4205 -0.035 0.001 -0.011
H 12.1682 2.6022 5.7369 0.016 0.033 -0.049
H 7.7883 5.0509 5.4528 -0.009 -0.044 0.027
H 9.1403 6.1178 5.9061 0.001 -0.020 -0.018
H 7.7956 5.8604 7.0345 -0.002 -0.012 0.009
H 11.1186 2.5472 8.2467 -0.041 -0.011 0.021
H 11.1368 1.0404 7.2869 -0.025 -0.025 0.025
H 10.3362 1.0809 8.8648 -0.077 0.007 -0.006
```
Positions in Å, forces in eV/Å.

LUMO energy in hartree: -0.044
HOMO level in Eh: -0.345
ΔE to the lowest compared entry with this formula, charge and spin in kcal per mole: 0.00
HOMO-LUMO gap in eV: 8.19
SMILES string: BC[C@@H](C)Cl.COP(=O)(OC)OC.COP(=O)(OC)OC.COP(=O)(OC)OC.COP(=O)(OC)OC.COP(=O)(OC)OC.COP(=O)(OC)OC

Atom charges from the Mulliken analysis, given in e for atoms 1 to 8: B 0.398; C -0.783; C 0.454; C -1.155; Cl -0.242; H -0.158; H -0.097; H 0.182

=====

Molecular formula: C27H27N6O3S2SeTc
Method: DFT, wB97M-V/def2-TZVPD

```
67
Properties=species:S:1:pos:R:3:forces:R:3
Tc 2.2457 -1.1356 0.6118 -0.578 1.994 -2.414
N -4.9937 -2.6560 3.2987 -0.233 -0.095 -0.009
C -3.8199 -2.0056 3.2769 0.335 0.098 0.037
C -3.4216 -1.2617 2.1453 0.206 0.101 0.012
C -2.2072 -0.6175 2.1303 -0.222 -0.004 -0.121
C -1.3658 -0.6968 3.2316 1.089 0.555 0.010
C -1.7374 -1.4120 4.3637 -0.156 -0.089 0.189
C -2.9502 -2.0599 4.3881 0.121 0.125 -0.063
S 0.2149 0.0888 3.1637 -1.156 0.322 -0.094
O 0.2133 1.2640 2.3525 -0.116 -0.057 -0.015
O 0.8738 0.0335 4.4271 -0.108 0.049 0.124
N 1.0557 -1.0265 2.1855 0.912 1.502 -1.793
C 1.4622 -2.1828 2.7013 0.040 -2.272 2.382
S 1.4405 -2.7006 4.3614 0.465 -0.315 -0.831
C 2.2573 -4.1285 3.8548 -0.088 0.250 -0.389
C 2.5031 -4.1201 2.5112 0.469 -0.641 0.755
N 2.0445 -3.0300 1.8685 -0.672 1.057 -0.601
H -5.6508 -2.5683 2.5417 0.030 -0.016 0.097
H -5.3022 -3.1236 4.1342 -0.039 0.018 -0.075
H -4.0875 -1.1807 1.3009 -0.096 0.004 -0.123
H -1.8978 -0.0137 1.2923 -0.117 -0.003 -0.156
H -1.0818 -1.4161 5.2210 -0.042 -0.077 0.140
H -3.2574 -2.5984 5.2708 -0.012 -0.064 0.118
H 2.5281 -4.8901 4.5593 -0.019 -0.189 0.127
H 3.0089 -4.8901 1.9589 0.105 -0.180 -0.017
Se 4.3587 -2.0320 -0.0385 -0.410 -0.208 0.530
C 5.4134 -0.7744 -0.8373 -0.283 -0.138 0.153
N 6.1157 -0.0024 -1.3074 0.415 0.522 -0.355
C -0.6387 2.8893 -0.8433 -0.261 -0.215 0.089
C -1.7528 1.8453 -0.9164 0.222 0.184 0.271
N -2.0877 1.4607 -2.2691 0.075 -0.116 0.028
C -2.7823 2.4495 -3.0876 -0.099 0.094 -0.557
C -1.9157 2.9883 -4.2208 -0.154 -0.074 0.167
C -1.9157 0.2468 -2.8251 0.023 -0.031 0.220
O -2.3538 -0.0524 -3.9172 -0.025 -0.235 -0.206
C -1.1404 -0.8288 -2.0825 0.320 -0.126 0.048
C -1.5509 -2.1553 -2.2401 0.251 0.191 0.126
C -0.7883 -3.1655 -1.6765 0.169 0.156 0.102
C 0.3464 -2.8355 -0.9538 -0.199 -0.752 -0.131
N 0.7630 -1.5698 -0.8244 0.660 0.000 0.679
C 0.0470 -0.5947 -1.4079 -0.280 0.449 -0.307
H -0.3063 2.9722 0.1881 0.049 0.127 0.130
H -0.9938 3.8592 -1.1771 0.031 0.138 -0.064
H 0.2048 2.6034 -1.4671 0.137 -0.025 -0.124
H -2.6513 2.2564 -0.4431 0.061 -0.163 0.030
H -1.4523 0.9619 -0.3537 -0.173 0.101 -0.044
H -3.1054 3.2601 -2.4366 -0.044 -0.065 0.076
H -3.6593 1.9660 -3.5256 -0.021 0.119 0.150
H -0.9901 3.4145 -3.8416 0.097 0.102 0.039
H -2.4711 3.7644 -4.7401 0.039 0.074 -0.128
H -1.6804 2.1940 -4.9243 0.013 0.007 -0.057
H -2.4323 -2.3746 -2.8246 -0.076 0.039 -0.054
H -1.0600 -4.2028 -1.8005 0.014 -0.048 0.066
H 0.9477 -3.6068 -0.4877 -0.037 0.123 0.025
H 0.4672 0.3986 -1.3501 -0.133 0.028 0.062
C 2.5881 0.4999 -0.2021 -0.494 -2.253 1.738
C 2.9645 1.6320 -0.8719 0.199 0.350 -0.454
C 2.8398 2.9194 -0.2877 -0.008 -0.050 0.186
C 3.3043 4.0256 -0.9600 -0.121 0.027 0.234
C 3.8855 3.8967 -2.2195 -0.072 -0.348 0.086
C 3.9906 2.6427 -2.8197 -0.002 -0.102 -0.161
C 3.5378 1.5202 -2.1707 -0.107 -0.186 0.038
H 2.3791 2.9946 0.6833 -0.026 0.132 0.190
H 3.2172 4.9999 -0.5050 -0.019 0.070 0.050
H 4.2534 4.7694 -2.7398 0.013 0.056 0.001
H 4.4315 2.5492 -3.8006 0.027 -0.018 -0.050
H 3.5985 0.5430 -2.6257 0.113 -0.010 -0.110
```
Positions in Å, forces in eV/Å.

LUMO energy (spin up / spin down) in hartree: -0.323 / -0.322
Net charge: +2
HOMO level (spin up / spin down) in Eh: -0.494 / -0.494
ΔE to the lowest compared entry with this formula, charge and spin in kcal per mole: 1.46
HOMO-LUMO gap (spin up / spin down) in eV: 4.66 / 4.69

Atom charges from the Mulliken analysis, given in e for atoms 1 to 8: Tc -0.732; N -0.439; C 0.913; C -0.784; C 0.036; C -0.405; C -0.639; C -0.836

=====

Q: The lowest ΔE to the lowest compared entry with this formula, charge and spin belongs to which entry?
A: C21H62BClO24P6

=====

Q: What is the formula in the second record?
A: C27H27N6O3S2SeTc

=====

Q: The highest ΔE to the lowest compared entry with this formula, charge and spin belongs to which entry?
A: C27H27N6O3S2SeTc

=====

Q: What is the ΔE to the lowest compared entry with this formula, charge and spin in the first record?
A: 0.00 kcal per mole